Record 1
22
Properties=species:S:1:pos:R:3 method="wB97M-V/def2-TZVPD" homo_lumo_gap_ev="3.398 / 11.313" e_tot_ha=-308.80606 homo_ha="-0.09677 / -0.39653" spin_multiplicity=2
N -0.60 1.11 1.83
C -1.26 2.00 0.91
C -1.20 1.40 -0.53
N 0.17 0.79 -0.58
C 0.04 -0.61 -0.75
C 1.49 -1.16 -0.46
C 1.34 -2.69 -0.61
H 0.74 1.22 -1.34
H -1.24 0.45 2.14
H -0.54 1.49 2.74
H -0.54 2.84 0.94
H -2.21 2.29 1.44
H -1.46 2.15 -1.19
H -2.00 0.66 -0.62
H 0.51 0.74 0.35
H -0.68 -1.14 -0.14
H -0.27 -0.88 -1.79
H 2.35 -0.80 -1.10
H 1.77 -0.82 0.63
H 0.64 -3.01 0.33
H 0.69 -2.76 -1.52
H 2.26 -3.26 -0.68

=====

Record 2
22
Properties=species:S:1:pos:R:3 method="wB97M-V/def2-TZVPD" homo_lumo_gap_ev=9.479 smiles=CCN(C)CC[NH3+] e_tot_ha=-308.72709 homo_ha=-0.46958 charge=+1
N 0.18 -1.85 0.95
C -1.21 -1.35 0.71
C -1.20 0.08 0.20
N -0.02 0.20 -0.67
C 1.00 1.28 -0.45
C 1.29 1.50 1.05
C -0.29 0.03 -2.09
H 0.59 -1.17 1.62
H 0.29 -2.84 1.17
H 0.70 -1.64 0.08
H -1.80 -2.05 0.10
H -1.79 -1.42 1.64
H -1.27 0.85 0.98
H -2.07 0.50 -0.36
H 0.73 2.26 -0.85
H 1.85 0.94 -1.04
H 2.33 1.27 1.30
H 1.02 2.46 1.45
H 0.63 0.83 1.64
H 0.65 -0.29 -2.58
H -0.44 0.98 -2.66
H -1.17 -0.57 -2.19

=====

Record 3
22
Properties=species:S:1:pos:R:3 method="wB97M-V/def2-TZVPD" homo_lumo_gap_ev=7.971 smiles=NCCCCC[NH3+] e_tot_ha=-308.74901 homo_ha=-0.43307 charge=+1
C -0.68 1.31 0.58
C -1.17 -0.09 0.96
C -0.19 -1.22 0.58
C -0.04 -1.41 -0.93
C 0.99 -0.50 -1.66
N 2.28 -1.06 -1.91
N -0.76 2.29 1.75
H -1.26 1.71 -0.24
H 0.35 1.40 0.24
H -2.14 -0.25 0.49
H -1.35 -0.15 2.04
H 0.77 -0.99 1.03
H -0.63 -2.11 1.00
H -0.97 -1.22 -1.37
H 0.22 -2.43 -1.18
H 0.55 -0.18 -2.60
H 1.14 0.43 -1.11
H 2.32 -1.80 -2.60
H 2.82 -1.28 -1.10
H 0.15 2.25 2.22
H -1.48 2.06 2.43
H -0.92 3.23 1.40

=====

Record 4
22
Properties=species:S:1:pos:R:3 method="wB97M-V/def2-TZVPD" homo_lumo_gap_ev=11.207 smiles=CC[NH2+]CCNC e_tot_ha=-308.75646 homo_ha=-0.51532 charge=+1
C 1.01 0.42 1.14
N -0.34 0.50 0.51
C -1.49 0.27 1.44
C -2.75 -0.01 0.64
C 1.99 -0.10 0.06
N 1.15 -0.88 -0.91
C 1.15 -0.38 -2.29
H 0.91 -0.11 2.09
H 1.27 1.45 1.40
H -0.47 1.25 -0.17
H -1.64 1.21 1.99
H -1.21 -0.57 2.06
H -3.63 -0.16 1.27
H -3.00 0.77 -0.08
H -2.60 -0.87 -0.03
H 2.43 0.72 -0.49
H 2.73 -0.80 0.48
H 1.45 -1.84 -0.92
H -0.23 -0.32 -0.20
H 2.12 -0.47 -2.79
H 0.36 -0.76 -2.94
H 0.78 0.67 -2.27

=====

Record 5
22
Properties=species:S:1:pos:R:3 method="wB97M-V/def2-TZVPD" homo_lumo_gap_ev=11.935 e_tot_ha=-308.63481 homo_ha=-0.56413 charge=+1
C 1.02 -1.29 -1.14
C -1.07 -2.70 1.17
C -0.94 1.14 -0.95
C -0.05 0.91 1.11
C 1.30 2.00 -0.55
N 1.20 -0.23 -0.44
N 0.36 0.92 -0.24
H 0.29 -1.45 -1.81
H -0.95 -3.68 0.99
H 1.91 -1.92 -1.14
H -1.51 -2.49 2.19
H -0.09 -2.33 1.14
H -1.72 -2.28 0.39
H -1.51 0.16 -1.12
H -1.49 1.96 -0.42
H -0.75 1.60 -1.90
H 0.83 0.58 1.65
H -0.37 1.81 1.44
H -0.83 0.22 1.30
H 0.67 2.85 -0.21
H 2.27 2.06 0.11
H 1.43 2.17 -1.55

=====

Record 6
22
Properties=species:S:1:pos:R:3 method="wB97M-V/def2-TZVPD" homo_lumo_gap_ev=10.403 smiles=CCNCC[NH2+]C e_tot_ha=-308.76558 homo_ha=-0.49348 charge=+1
C -0.89 -0.86 -0.65
N 0.52 -0.79 -0.46
C 1.29 -0.03 -1.48
C 2.78 -0.08 -1.10
C -1.61 0.38 -0.12
N -0.86 0.84 1.11
C -1.38 0.26 2.35
H -1.21 -0.98 -1.70
H -1.27 -1.67 -0.03
H 0.97 -1.68 -0.26
H 1.14 -0.40 -2.49
H 0.92 1.00 -1.47
H 3.25 0.70 -1.69
H 3.26 -1.01 -1.39
H 2.89 0.07 -0.03
H -2.67 0.30 0.10
H -1.55 1.23 -0.82
H -0.98 1.85 1.15
H 0.13 0.63 0.95
H -1.58 -0.80 2.19
H -2.37 0.64 2.60
H -0.77 0.40 3.24